A cluster of 2 separate species, C2H3N2S2 in total. Source: OMol25; level of theory: ωB97M-V/def2-TZVPD.

## Properties
- Gap between HOMO and LUMO: 0.3009 hartree
- Charge: +1
- Largest force on an atom: 3.32 eV/A
- Energy above the lowest of the compared OMol25 structures with the same formula, charge and spin: 153.41 kJ/mol
- LUMO level: -6.17 eV
- Energy: -26764.1594 eV

Each atom is followed by the atoms it is bonded to, with distances in Å.
CARTESIAN COORDINATES (ANGSTROEM)
1 C 0.4436 0.5076 1.0412  N4 1.266, S6 1.518
2 C -1.0016 -0.3887 -1.1254  N3 1.167, S5 1.576
3 N -1.5265 0.0509 -0.1798  C2 1.167, H7 0.991
4 N 1.1929 -0.2705 0.3806  C1 1.266, H8 1.047, H9 1.001
5 S -0.2818 -1.1632 -2.2935  C2 1.576
6 S -0.0067 1.6161 1.9749  C1 1.518
7 H -1.9470 0.8730 0.1799  N3 0.991
8 H 0.9706 -0.7441 -0.5261  N4 1.047
9 H 2.1566 -0.4812 0.5483  N4 1.001

Results of the Löwdin charge analysis, in e, for atoms 1 through 4: -0.69 -0.81 0.16 0.14